# 1
Below is a structure of composition C38H42Br2F5KN5OSSi, with properties calculated with ωB97M-V/def2-TZVPD.

XYZ file:
```
96
Properties=species:S:1:pos:R:3:mulliken_charge:R:1
K 0.041 -0.048 0.026 0.96
C -0.623 3.998 0.106 -1.13
C 0.669 3.690 0.850 -0.71
N 0.642 2.406 1.527 1.48
C -0.472 2.230 2.467 0.53
C -0.530 3.214 3.633 -1.74
C 1.927 2.038 2.112 -1.06
C 3.058 1.824 1.114 -1.21
N 2.707 0.805 0.154 0.23
C 3.516 0.552 -0.859 0.27
C 3.058 -0.351 -1.870 -0.21
F 1.799 -0.840 -1.713 -0.23
C 3.772 -0.708 -2.979 0.03
F 3.215 -1.561 -3.868 -0.34
C 5.047 -0.216 -3.225 -0.70
C 5.533 0.664 -2.273 0.18
F 6.772 1.178 -2.446 -0.36
C 4.829 1.041 -1.152 0.31
F 5.447 1.898 -0.294 -0.38
H -0.501 4.901 -0.494 0.48
H -1.464 4.159 0.782 0.22
H -0.888 3.176 -0.565 0.10
H 0.902 4.517 1.544 0.36
H 1.486 3.662 0.127 0.33
H -0.414 1.209 2.847 -0.32
H -1.412 2.254 1.913 -0.29
H 0.394 3.202 4.215 0.41
H -1.350 2.946 4.302 0.47
H -0.700 4.237 3.288 0.31
H 1.778 1.099 2.657 0.34
H 2.270 2.786 2.849 0.31
H 3.939 1.564 1.720 0.47
H 3.315 2.781 0.637 0.46
H 5.617 -0.498 -4.096 0.50
Br -6.072 -2.847 -3.317 -0.21
C -4.594 -2.018 -2.467 -0.18
C -4.251 -2.375 -1.180 -1.19
C -3.154 -1.736 -0.613 -0.16
N -2.453 -0.808 -1.254 1.02
C -2.801 -0.469 -2.492 0.27
C -3.872 -1.059 -3.153 -0.94
C -1.976 0.605 -3.124 0.66
C -2.437 1.345 -4.209 -0.94
C -1.607 2.318 -4.730 -0.14
Br -2.198 3.356 -6.200 -0.20
C -0.359 2.545 -4.185 -0.89
C 0.001 1.765 -3.095 -0.30
N -0.783 0.829 -2.573 0.32
H -4.805 -3.120 -0.628 0.53
H -2.847 -1.943 0.405 0.30
H -4.134 -0.796 -4.167 0.44
H -3.422 1.185 -4.622 0.43
H 0.309 3.296 -4.581 0.47
H 0.971 1.899 -2.622 0.39
C -4.385 2.550 2.768 -1.08
Si -4.318 1.018 1.654 -0.02
C -4.179 1.649 -0.117 -0.41
C -6.023 0.197 1.762 -1.16
N -2.995 0.024 1.989 0.42
C -2.717 -0.598 3.138 0.61
C -3.507 -0.650 4.322 -0.30
C -3.101 -1.319 5.471 -0.94
C -1.885 -1.982 5.543 -0.63
C -1.066 -1.970 4.408 -0.76
C -1.495 -1.316 3.285 -0.11
F -0.671 -1.307 2.186 0.21
H -5.214 3.220 2.518 0.40
H -3.454 3.123 2.688 0.22
H -4.497 2.252 3.815 0.28
H -4.854 2.493 -0.296 0.49
H -4.423 0.863 -0.838 0.13
H -3.154 1.980 -0.314 -0.26
H -6.807 0.875 1.408 0.33
H -6.276 -0.106 2.782 0.30
H -6.051 -0.700 1.133 0.26
H -4.468 -0.145 4.323 0.19
H -3.759 -1.314 6.334 0.37
H -1.572 -2.488 6.446 0.37
H -0.094 -2.450 4.405 0.45
C 0.681 -4.459 1.576 -0.92
S 0.907 -3.504 0.066 0.99
O -0.429 -3.471 -0.589 -0.64
C 1.893 -4.709 -0.824 0.21
C 1.265 -5.596 -1.681 -0.43
C 2.034 -6.500 -2.399 -0.55
C 3.417 -6.500 -2.262 -0.41
C 4.038 -5.591 -1.414 -0.65
C 3.274 -4.682 -0.696 -0.45
H 0.199 -5.404 1.328 0.38
H 0.031 -3.851 2.207 0.07
H 1.642 -4.625 2.063 0.39
H 0.188 -5.545 -1.787 0.40
H 1.557 -7.195 -3.077 0.38
H 4.016 -7.198 -2.834 0.38
H 5.116 -5.575 -1.329 0.38
H 3.744 -3.940 -0.059 0.36
```

Calculated values
Calculated total energy, Eh: -8757.336908
Kohn-Sham gap, eV: 5.904
Charge: -1
ΔE to the lowest compared entry with this formula, charge and spin, eV: 0.165

# 2
Below is a structure of composition C38H42IN3OSn, with properties calculated with ωB97M-V/def2-TZVPD.

XYZ file:
```
86
Properties=species:S:1:pos:R:3:mulliken_charge:R:1
Sn -0.275 -1.982 -2.152 0.66
C 3.361 -3.062 1.931 -1.66
C 2.184 -3.403 1.015 1.37
C 2.333 -4.806 0.429 -1.57
C 0.864 -3.264 1.737 1.39
C 0.586 -4.066 2.839 -0.56
C -0.603 -3.940 3.534 -1.65
C -1.552 -3.022 3.112 -0.63
C -1.319 -2.200 2.018 0.90
C -2.405 -1.249 1.549 1.52
C -3.666 -2.032 1.162 -1.66
C -2.730 -0.181 2.593 -1.65
C -0.086 -2.314 1.367 -0.76
N 0.184 -1.378 0.318 0.62
C 0.531 -0.203 0.687 -0.48
C 0.542 0.976 -0.269 0.15
N 0.028 0.846 -1.411 0.20
C -0.122 1.938 -2.294 -0.59
C -1.304 2.679 -2.234 0.49
C -1.436 3.756 -3.101 -0.40
C -0.437 4.072 -4.006 -1.72
C 0.703 3.291 -4.075 -0.19
C 0.879 2.201 -3.231 0.87
C 2.113 1.330 -3.338 1.28
C 3.370 2.094 -2.924 -1.53
C 2.258 0.748 -4.744 -1.68
C -2.412 2.331 -1.260 2.10
C -2.603 3.432 -0.217 -1.53
C -3.720 2.031 -1.992 -1.66
C 1.038 2.143 0.482 0.18
C 1.271 3.450 0.152 0.65
C 1.720 4.326 1.169 -1.30
C 1.918 3.906 2.460 -0.83
C 1.676 2.556 2.822 0.63
C 1.830 1.979 4.105 -0.76
C 1.549 0.651 4.305 -1.53
C 1.091 -0.193 3.266 0.73
C 0.932 0.339 2.010 0.86
C 1.235 1.707 1.807 -1.26
H 4.283 -3.019 1.354 0.44
H 3.489 -3.818 2.707 0.35
H 3.221 -2.098 2.420 0.32
H 2.196 -2.695 0.185 -0.44
H 2.302 -5.561 1.214 0.35
H 3.281 -4.897 -0.096 0.47
H 1.538 -5.020 -0.284 0.30
H 1.319 -4.792 3.158 0.39
H -0.800 -4.566 4.392 0.37
H -2.493 -2.949 3.638 0.38
H -2.054 -0.734 0.650 -0.65
H -4.132 -2.476 2.042 0.33
H -3.432 -2.842 0.469 0.31
H -4.396 -1.378 0.688 0.43
H -3.099 -0.633 3.513 0.35
H -3.507 0.484 2.216 0.48
H -1.856 0.423 2.841 0.29
H -2.336 4.353 -3.069 0.38
H -0.556 4.916 -4.670 0.39
H 1.468 3.524 -4.802 0.39
H 1.998 0.484 -2.653 -0.33
H 3.525 2.963 -3.563 0.33
H 4.248 1.454 -3.009 0.44
H 3.303 2.443 -1.894 0.29
H 2.471 1.529 -5.474 0.33
H 1.346 0.235 -5.050 0.37
H 3.074 0.028 -4.770 0.42
H -2.121 1.419 -0.729 -0.97
H -2.884 4.372 -0.692 0.35
H -1.689 3.603 0.351 0.28
H -3.394 3.161 0.482 0.44
H -4.105 2.921 -2.489 0.31
H -4.478 1.686 -1.290 0.42
H -3.582 1.255 -2.744 0.42
H 1.122 3.817 -0.854 0.60
H 1.909 5.360 0.915 0.45
H 2.261 4.606 3.209 0.46
H 2.170 2.591 4.930 0.46
H 1.674 0.228 5.293 0.46
H 0.871 -1.225 3.485 0.55
I 2.279 -2.973 -2.649 -0.45
C -1.240 -3.838 -1.311 -0.33
H -1.220 -3.927 -0.223 0.06
H -0.816 -4.746 -1.738 0.30
O -4.542 -2.427 -2.074 -0.55
C -3.541 -3.009 -1.889 0.74
N -2.601 -3.717 -1.763 -0.45
```

Calculated values
Calculated total energy, Eh: -2224.799029
Kohn-Sham gap, eV: 6.203
Charge: 0
ΔE to the lowest compared entry with this formula, charge and spin, eV: 0.000

# 3
Below is a structure of composition C38H42N4ORbSSbSe, with properties calculated with ωB97M-V/def2-TZVPD.

XYZ file:
```
89
Properties=species:S:1:pos:R:3:mulliken_charge:R:1
Rb 10.510 11.330 11.076 0.80
C 9.528 8.138 9.828 -0.94
C 9.699 7.768 11.277 0.63
C 9.013 6.616 11.776 -0.76
C 9.184 6.308 13.091 -0.45
C 9.838 7.168 13.967 1.12
C 9.742 6.962 15.373 -0.81
C 10.247 7.896 16.294 -0.74
C 10.976 9.007 15.792 -0.33
C 11.205 9.267 14.397 -0.11
S 12.094 10.612 13.899 -0.18
C 10.515 8.358 13.483 -0.55
N 10.366 8.602 12.099 0.05
H 10.240 8.941 9.521 -0.09
H 8.432 8.224 9.631 0.31
H 9.842 7.258 9.237 0.36
H 8.269 6.119 11.175 0.38
H 8.834 5.315 13.451 0.31
H 9.212 6.063 15.686 0.30
H 10.115 7.798 17.384 0.34
H 11.296 9.720 16.584 0.34
C 12.701 8.931 7.485 -0.93
C 12.827 10.192 8.306 0.56
N 13.625 11.182 7.846 -0.43
O 12.229 10.366 9.386 -0.50
H 11.690 8.834 7.131 0.25
H 12.888 8.156 8.228 0.25
H 13.473 8.782 6.738 0.40
H 13.927 11.127 6.880 0.20
H 13.691 11.980 8.475 0.22
C 6.431 15.012 11.834 -0.86
N 6.870 14.207 13.016 0.19
C 6.032 13.753 14.054 -0.40
C 6.823 13.083 14.912 -0.45
N 8.182 13.194 14.488 0.31
C 9.329 12.565 15.110 -0.97
C 8.186 13.898 13.308 -0.15
Se 9.819 14.574 12.605 -0.37
H 6.234 14.331 11.017 0.28
H 7.294 15.652 11.523 0.27
H 5.533 15.577 12.155 0.33
H 4.962 13.825 13.985 0.43
H 6.546 12.601 15.851 0.37
H 10.295 13.025 14.995 0.33
H 9.522 11.571 14.689 0.43
H 9.161 12.283 16.144 0.28
C 20.853 10.559 13.978 -1.00
C 20.869 10.341 12.514 1.00
C 22.074 10.008 11.894 -0.59
C 22.197 9.820 10.496 -0.60
C 21.105 10.078 9.664 -0.71
C 19.886 10.405 10.269 -0.73
C 19.746 10.431 11.693 0.13
Sb 17.591 10.754 12.229 0.93
C 17.832 12.786 12.970 -0.78
C 19.059 13.393 13.173 -0.41
C 19.149 14.622 13.795 -0.76
C 17.983 15.406 14.040 -0.51
C 16.762 14.906 13.649 -0.92
C 16.667 13.516 13.305 1.34
C 15.264 12.946 13.454 -1.30
C 17.390 9.631 14.143 0.61
C 17.350 8.284 13.751 -0.82
C 17.674 7.239 14.695 -0.60
C 18.165 7.569 15.947 -0.69
C 18.214 8.932 16.299 -0.24
C 17.899 9.955 15.425 0.44
C 17.955 11.368 15.952 -0.89
H 21.891 10.418 14.283 0.45
H 20.278 9.867 14.589 0.10
H 20.547 11.573 14.099 0.21
H 22.855 9.658 12.686 0.16
H 23.148 9.503 10.084 0.38
H 21.211 9.925 8.627 0.45
H 18.982 10.491 9.679 0.35
H 19.915 12.935 12.771 0.83
H 20.073 15.026 14.112 0.45
H 18.049 16.350 14.549 0.41
H 15.815 15.479 13.725 0.38
H 14.675 13.614 14.102 0.45
H 15.309 11.926 13.867 0.17
H 14.757 12.796 12.458 0.23
H 16.833 7.969 12.831 0.38
H 17.488 6.205 14.378 0.37
H 18.565 6.851 16.654 0.38
H 18.574 9.217 17.268 0.39
H 18.854 11.517 16.626 0.37
H 17.032 11.601 16.511 0.35
H 18.019 12.096 15.171 -0.19
```

Calculated values
Calculated total energy, Eh: -4831.369590
Kohn-Sham gap, eV: 5.532
Charge: 0
ΔE to the lowest compared entry with this formula, charge and spin, eV: 0.358

# 4
Below is a structure of composition C38H43CdCl5N2O8P, with properties calculated with ωB97M-V/def2-TZVPD.

XYZ file:
```
98
Properties=species:S:1:pos:R:3:mulliken_charge:R:1
Cd 0.308 -0.530 -0.198 3.77
Cl 4.814 1.002 5.782 -0.24
C 3.557 0.560 4.687 0.43
C 3.739 0.673 3.311 -0.04
Cl 5.232 1.284 2.699 -0.22
C 2.733 0.309 2.434 0.18
Cl 2.967 0.481 0.727 -0.06
C 1.479 -0.192 2.868 -1.91
O 0.534 -0.526 2.098 0.03
C 1.335 -0.282 4.282 0.86
Cl -0.186 -0.858 4.865 -0.24
C 2.338 0.078 5.160 0.02
Cl 2.085 -0.058 6.862 -0.22
O -1.867 -0.170 0.094 -1.78
P -2.802 0.420 1.108 -0.93
C -3.695 -0.995 1.838 -0.42
C -4.972 -0.729 2.642 -0.53
C -5.411 -2.026 3.313 -1.15
C -4.391 -2.450 4.386 -0.90
C -2.995 -1.887 4.098 -0.94
C -2.699 -1.896 2.605 1.31
C -4.000 1.545 0.289 0.63
C -4.907 0.781 -0.699 -1.10
C -4.259 0.694 -2.076 -0.45
C -4.148 2.086 -2.712 -0.81
C -4.028 3.175 -1.645 -1.24
C -3.236 2.669 -0.447 -0.21
C -1.915 1.291 2.443 3.01
C -2.820 2.049 3.445 -0.71
C -2.590 3.556 3.393 -0.93
C -1.142 3.913 3.730 -1.01
C -0.152 2.915 3.106 -0.78
C -0.777 2.183 1.924 -0.20
H -3.986 -1.541 0.932 0.65
H -5.755 -0.342 1.985 0.52
H -4.811 0.022 3.415 0.09
H -5.495 -2.801 2.546 0.37
H -6.404 -1.915 3.754 0.47
H -4.342 -3.540 4.431 0.32
H -4.723 -2.112 5.370 0.40
H -2.239 -2.468 4.631 0.53
H -2.915 -0.865 4.478 0.05
H -2.784 -2.918 2.228 0.35
H -1.664 -1.597 2.414 -0.95
H -4.625 1.984 1.075 0.76
H -5.861 1.312 -0.781 0.49
H -5.148 -0.215 -0.329 0.56
H -4.835 0.028 -2.722 0.58
H -3.268 0.253 -1.962 -0.05
H -5.020 2.285 -3.342 0.34
H -3.273 2.115 -3.362 0.35
H -5.022 3.495 -1.317 0.35
H -3.539 4.057 -2.060 0.49
H -3.038 3.492 0.239 0.07
H -2.263 2.307 -0.791 -0.08
H -1.418 0.464 2.968 -1.79
H -2.602 1.693 4.455 0.41
H -3.877 1.845 3.272 0.32
H -3.272 4.058 4.084 0.53
H -2.840 3.921 2.395 0.11
H -1.016 3.931 4.815 0.43
H -0.932 4.924 3.375 0.33
H 0.156 2.175 3.849 0.05
H 0.754 3.430 2.783 0.55
H -0.027 1.557 1.436 -0.38
H -1.106 2.898 1.176 0.42
O 0.431 3.609 -1.052 -0.76
C 0.802 2.484 -1.367 0.13
O 0.124 1.417 -1.340 -0.82
C 2.225 2.334 -1.923 0.28
C 2.614 1.168 -2.570 -0.31
C 3.915 1.055 -3.032 -0.12
C 4.857 2.053 -2.868 -0.48
C 4.433 3.199 -2.217 -0.11
C 3.141 3.365 -1.752 -0.52
N 5.405 4.282 -2.025 1.06
O 6.474 4.179 -2.589 -0.63
O 5.036 5.261 -1.417 -0.62
N 4.316 -0.174 -3.729 1.10
O 5.475 -0.269 -4.074 -0.65
O 3.485 -1.047 -3.846 -0.62
H 1.912 0.354 -2.696 0.72
H 5.869 1.944 -3.228 0.60
H 2.830 4.272 -1.253 0.63
C 1.158 -2.424 -0.859 -2.10
C 0.254 -3.511 -0.422 0.44
C 0.146 -3.854 0.933 -0.11
C -0.742 -4.822 1.362 -0.46
C -1.564 -5.478 0.454 -0.46
C -1.473 -5.150 -0.889 -0.53
C -0.577 -4.185 -1.319 -0.39
H 1.336 -2.450 -1.936 0.55
H 2.120 -2.479 -0.342 0.61
H 0.753 -3.322 1.655 0.17
H -0.802 -5.059 2.417 0.39
H -2.262 -6.233 0.790 0.40
H -2.106 -5.651 -1.612 0.38
H -0.521 -3.937 -2.371 0.35
```

Calculated values
Calculated total energy, Eh: -4995.364313
Kohn-Sham gap, eV: 6.536
Charge: -1
ΔE to the lowest compared entry with this formula, charge and spin, eV: 0.219

# 5
Below is a structure of composition C38H43Cl2N2ReS2, with properties calculated with ωB97M-V/def2-TZVPD.

XYZ file:
```
88
Properties=species:S:1:pos:R:3:lowdin_spin:R:1
Re 0.645 0.440 0.276 -0.01
C -0.465 1.242 1.955 0.00
C 0.065 2.439 1.339 0.00
C -0.495 2.507 0.015 0.00
C -1.311 1.338 -0.146 0.00
C -1.374 0.579 1.070 0.00
C -2.389 -0.480 1.446 0.00
C -3.646 0.282 1.898 0.00
C -2.744 -1.383 0.264 0.00
C -1.867 -1.343 2.597 0.00
C -0.492 3.566 -1.093 0.00
C -0.904 2.944 -2.438 0.00
C -1.606 4.556 -0.684 0.00
C 0.820 4.322 -1.344 0.00
C 1.036 3.337 2.120 0.00
C 2.474 3.143 1.608 0.00
C 0.605 4.809 2.078 0.00
C 1.044 2.934 3.604 0.00
H -0.302 0.968 2.983 0.00
H -1.909 1.135 -1.018 0.00
H -4.064 0.875 1.083 0.00
H -3.426 0.952 2.730 0.00
H -4.407 -0.426 2.227 0.00
H -3.070 -0.813 -0.610 0.00
H -3.571 -2.036 0.545 0.00
H -1.904 -2.023 -0.013 0.00
H -1.689 -0.758 3.500 0.00
H -0.941 -1.855 2.321 0.00
H -2.606 -2.103 2.850 0.00
H -1.944 2.619 -2.457 0.00
H -0.254 2.102 -2.702 0.00
H -0.793 3.698 -3.216 0.00
H -2.549 4.036 -0.506 0.00
H -1.760 5.269 -1.494 0.00
H -1.348 5.113 0.213 0.00
H 1.454 3.786 -2.050 0.00
H 1.402 4.514 -0.453 0.00
H 0.591 5.288 -1.792 0.00
H 2.620 3.447 0.574 0.00
H 2.779 2.093 1.703 0.00
H 3.161 3.723 2.224 0.00
H 0.613 5.245 1.085 0.00
H 1.289 5.391 2.695 0.00
H -0.395 4.927 2.497 0.00
H 1.453 1.934 3.766 0.00
H 0.050 2.986 4.050 0.00
H 1.684 3.628 4.147 0.00
S -2.105 -1.050 -4.674 0.01
C -2.706 -1.876 -6.019 0.26
C -2.298 -3.214 -6.079 0.07
C -1.486 -3.551 -5.020 0.09
C -1.258 -2.475 -4.132 0.19
C -0.474 -2.489 -2.940 0.04
C -0.318 -1.307 -2.161 0.07
N 0.370 -1.271 -1.045 0.00
C 0.957 -2.427 -0.605 0.04
C 0.890 -3.642 -1.313 0.00
C 1.576 -4.791 -0.771 0.02
C 2.257 -4.706 0.390 -0.02
C 2.308 -3.472 1.135 0.02
C 2.967 -3.324 2.356 -0.03
C 2.946 -2.108 3.033 0.03
C 2.199 -1.053 2.437 0.03
N 1.592 -1.163 1.270 0.02
C 1.643 -2.358 0.609 -0.01
C 3.615 -1.895 4.291 0.02
C 4.486 -2.754 4.933 0.03
C 4.958 -2.246 6.155 0.01
C 4.441 -1.007 6.433 0.05
S 3.409 -0.445 5.210 0.00
C 0.161 -3.658 -2.489 0.06
H -3.347 -1.369 -6.727 0.01
H -2.595 -3.883 -6.872 0.00
H -1.064 -4.535 -4.886 0.00
H -0.774 -0.373 -2.470 0.00
H 1.533 -5.724 -1.317 0.00
H 2.772 -5.571 0.788 0.00
H 3.482 -4.175 2.783 0.00
H 2.100 -0.099 2.940 0.00
H 4.786 -3.715 4.541 0.00
H 5.644 -2.763 6.808 0.00
H 4.626 -0.397 7.303 0.00
H 0.084 -4.580 -3.050 0.00
Cl 3.350 -1.241 -2.675 0.00
C 2.642 0.335 -2.912 0.00
Cl 2.327 1.209 -1.351 0.00
H 1.694 0.259 -3.432 0.00
H 3.337 0.982 -3.438 0.00
```

Calculated values
Calculated total energy, Eh: -3377.446371
Kohn-Sham gap (spin up / spin down), eV: 5.980 / 3.553
Charge: +3
Spin multiplicity: 2